DFT (wB97M-V/def2-TZVPD) results for a structure of composition C48H44BrCsN6O5STe.

Output
LUMO level (alpha / beta) (Eh): 0.088 / 0.088
HOMO-LUMO gap (alpha / beta) (hartree): 0.0999 / 0.0697
Electronic energy (eV): -158363.0488

```
! RIJCOSX wB97M-V def2-TZVPD def2/J DEFGRID3
* xyz -2 1
Cs -0.49853 -0.40609 -1.79468
O 7.09501 0.92926 2.03670
C 6.00760 0.02040 2.38342
C 4.72031 0.15413 1.46974
C 3.41665 -0.19360 2.00262
C 2.46539 -0.34177 0.97730
N 2.38323 0.05300 -0.25331
C 3.58527 0.34674 -0.80524
C 4.80801 0.24594 -0.00981
C 3.78550 0.43748 -2.34036
C 4.86828 0.78112 -2.96454
C 5.15423 0.50678 -4.32489
C 6.54848 0.76557 -4.81161
O 7.53139 0.42069 -3.93975
C 4.01469 0.27970 -5.10848
C 2.95882 0.11565 -4.39999
N 2.62700 0.06017 -3.00063
H 6.90311 1.87089 1.61712
H 5.87735 0.20876 3.38203
H 6.31255 -1.31810 2.18497
H 3.06177 -0.16480 2.89673
H 1.46902 -0.60906 1.41112
H 5.99384 0.72616 -0.34777
H 5.74227 1.22433 -2.38747
H 6.23541 1.80809 -4.96054
H 6.60776 0.21595 -5.93323
H 6.96204 -0.35177 -3.62800
H 3.98091 0.41910 -6.22073
H 1.85881 -0.19744 -4.97582
C -1.91676 -2.16115 2.88788
C -1.24692 -1.55589 1.82296
N -0.42847 -2.24630 1.04965
C -0.00273 -3.49263 1.23662
C -0.74346 -4.30932 2.42883
C -1.55287 -3.44450 3.08459
C -0.68475 -5.64528 2.46696
C 0.26334 -6.33579 1.74649
C 1.22081 -5.54634 0.86717
C 2.18848 -6.21883 0.09225
C 2.95007 -5.40079 -0.93037
C 2.62278 -4.15436 -1.24245
N 1.48105 -3.43938 -0.79571
C 0.71003 -4.27437 0.42443
H -2.38674 -1.39651 3.45153
H -1.43537 -0.45370 1.42493
H -1.99782 -3.94380 3.96562
H -1.07563 -6.13149 3.15736
H 0.53450 -7.36159 1.80845
H 2.81848 -7.09739 0.36702
H 3.44288 -5.82449 -1.61213
H 2.77188 -3.45882 -2.19071
O -0.37567 2.50359 -1.25784
N 0.31965 3.65521 -1.56342
C -0.07670 4.32272 -2.57133
C 0.78605 5.28238 -3.07169
C 1.77262 5.78862 -2.12833
C 1.74654 5.52020 -0.82712
C 0.92631 4.44247 -0.47310
S 0.86888 3.64430 1.04523
H -0.91498 4.04523 -2.70692
H 0.69526 5.79029 -4.01680
H 2.49961 6.62448 -2.63194
H 2.76282 5.94023 -0.32911
C -3.36147 6.80404 6.43203
C -2.97312 5.85510 5.27633
C -2.89669 6.40326 4.08255
C -2.26452 5.83208 3.03811
C -2.08690 6.55549 1.74356
C -1.86462 4.45907 3.18460
Te -1.36268 3.25840 1.53245
C -2.02574 3.86417 4.46810
C -1.84431 2.34298 4.71347
C -2.72686 4.60818 5.44264
H -2.47442 6.98651 7.09665
H -4.19144 6.20172 7.02935
H -3.85393 7.67698 6.01346
H -2.73084 7.51743 4.17581
H -2.89674 6.61294 1.20055
H -1.16022 6.26271 1.34998
H -2.25879 7.66258 2.08591
H -2.90773 1.57308 4.34728
H -1.80134 2.22980 5.69613
H -0.74327 1.99862 4.29342
H -2.72854 4.08623 6.39354
C -4.87246 -0.62997 1.11452
C -5.93129 -1.78795 1.39090
C -7.43548 -1.26155 1.32786
N -8.55665 -1.09997 1.67008
H -4.63299 -0.24496 0.00654
H -3.84161 -0.73269 1.10720
H -5.54475 0.05176 1.71050
H -5.70623 -2.18142 2.39191
H -5.83661 -2.64085 0.88514
Br -5.05005 -7.92760 -6.52486
C -4.15578 -6.53184 -5.46101
C -2.76832 -6.36427 -5.36358
C -2.29785 -5.16440 -4.76405
C -3.05970 -4.19747 -4.22718
C -4.41969 -4.46052 -4.24156
C -4.95015 -5.56224 -4.81936
C -2.35628 -2.96737 -3.57146
O -2.88061 -2.62572 -2.45812
O -1.23921 -2.56684 -4.08063
H -2.15068 -7.13072 -5.50835
H -1.05222 -4.96872 -4.73499
H -5.10046 -3.75878 -3.76243
H -6.02603 -5.71161 -4.81684
*
```

DFT (wB97M-V/def2-TZVPD) results for a structure of composition C48H44Cl2N10O4PW.

Output
LUMO level (alpha / beta) (Eh): 0.087 / 0.088
HOMO-LUMO gap (alpha / beta) (hartree): 0.1864 / 0.2463
Electronic energy (eV): -109746.0239
Expectation value of S²: 2.0207

```
! RIJCOSX wB97M-V def2-TZVPD def2/J DEFGRID3
* xyz -1 3
W 0.24727 0.25650 0.40023
Cl -3.51214 5.94503 1.95872
C -2.20041 4.80417 1.88772
C -2.34839 3.67293 1.10081
C -1.31855 2.74608 1.00737
N -1.35884 1.60609 0.18437
C -2.46808 0.76214 0.49094
O -3.74135 1.18406 0.22603
C -2.20418 -0.13083 1.66011
C -3.24583 -0.60218 2.57275
C -2.89795 -0.98624 3.81682
C -1.53510 -0.95456 4.26217
C -0.59198 -0.50534 3.38620
N -0.87715 -0.08085 2.14548
C -0.13855 2.93277 1.74977
C 0.00506 4.07945 2.53148
C -1.02233 5.00882 2.58829
Cl -0.79840 6.43037 3.56578
N 0.79888 1.91628 1.58636
C 2.03278 1.95224 2.20914
O 2.37961 2.72374 3.11236
C 2.91543 0.98956 1.59395
C 4.27111 0.86527 1.91003
C 5.08518 0.08636 1.13205
C 4.51610 -0.55698 -0.00474
C 3.17862 -0.44428 -0.23913
N 2.34787 0.27459 0.55959
H -3.27582 3.51425 0.57147
H -4.27053 -0.58518 2.23015
H -3.67198 -1.30174 4.50735
H -1.25810 -1.24901 5.26291
H 0.45940 -0.46407 3.65383
H 0.90389 4.22785 3.10633
H 4.63252 1.42546 2.76199
H 6.13564 -0.02780 1.36249
H 5.11448 -1.15935 -0.67218
H 2.70734 -0.95082 -1.06838
N 1.11529 2.21327 -1.13438
C 1.68988 1.67352 -2.35102
C 1.89946 2.65264 -3.51811
C 0.80362 3.69312 -3.73694
C -0.41589 3.15830 -4.48639
N -1.14127 2.10252 -3.80239
C -2.29789 2.25455 -3.09395
N -3.12974 1.30999 -2.83633
N -2.57232 3.54222 -2.66202
C 0.87369 0.42054 -2.69826
O 0.79038 0.01512 -3.85276
O 0.29742 -0.13343 -1.68919
H 0.20692 2.63828 -1.30003
H 1.71953 2.87935 -0.66768
H 2.67949 1.29030 -2.07698
H 2.01753 2.05753 -4.42677
H 2.84875 3.16903 -3.35377
H 1.21533 4.51433 -4.33220
H 0.50447 4.14115 -2.78362
H -0.07480 2.74651 -5.43927
H -1.10489 3.97228 -4.71887
H -0.88456 1.15526 -4.04141
H -2.84315 0.46048 -3.31677
H -3.74476 1.47804 -0.72877
H -1.77940 4.07294 -2.33742
H -3.34368 3.56163 -2.01200
N 0.56048 -1.73223 0.49086
P 0.88954 -3.16522 0.05159
C 0.08666 -3.84077 -1.44538
C 0.41145 -5.10034 -1.95328
C -0.24962 -5.60470 -3.05984
C -1.23205 -4.84665 -3.68525
C -1.53176 -3.58129 -3.21122
C -0.87237 -3.07939 -2.09710
C 0.48069 -4.34497 1.40283
C -0.06189 -3.80213 2.55881
C -0.42433 -4.61258 3.62473
C -0.23787 -5.98382 3.54539
C 0.32120 -6.53820 2.40048
C 0.68061 -5.72319 1.33822
C 2.63620 -3.59449 -0.30684
C 3.51620 -3.93053 0.71604
C 4.85364 -4.18088 0.44091
C 5.32110 -4.09975 -0.86214
C 4.45047 -3.76173 -1.89038
C 3.11781 -3.50716 -1.61272
H 1.20339 -5.68498 -1.50370
H 0.01215 -6.58251 -3.44481
H -1.74916 -5.24044 -4.55165
H -2.27813 -2.97499 -3.70638
H -1.05867 -2.07667 -1.75113
H -0.19626 -2.73094 2.60656
H -0.85307 -4.16329 4.51180
H -0.52057 -6.62175 4.37362
H 0.47863 -7.60775 2.33579
H 1.12755 -6.17188 0.46181
H 3.15585 -3.98935 1.73554
H 5.53025 -4.43878 1.24564
H 6.36371 -4.29738 -1.07790
H 4.81145 -3.69259 -2.90900
H 2.44048 -3.24546 -2.41845
N -2.08514 -0.61422 0.17908
C -2.98429 -1.60805 -0.26009
C -2.92624 -2.85493 0.35756
C -3.73688 -3.89004 -0.07414
C -4.62839 -3.69222 -1.11971
C -4.69569 -2.44700 -1.72813
C -3.87860 -1.40738 -1.30796
H -2.22634 -3.00185 1.16469
H -3.66549 -4.85720 0.40818
H -5.26601 -4.50002 -1.45584
H -5.38478 -2.27987 -2.54732
H -3.93316 -0.44866 -1.79735
*
```